(i)
2 unconnected molecules or ions with the total composition C2H3O2S, computed with ωB97M-V/def2-TZVPD.

CARTESIAN COORDINATES (ANGSTROEM)
1 C 0.24477 -0.94112 -1.00212
2 C -0.41954 0.75666 0.19118
3 O -0.07049 -0.92788 -2.13131
4 O -0.26373 0.47713 1.54346
5 S 0.98468 -2.06811 -0.04315
6 H -1.39235 1.10366 -0.07247
7 H 0.31298 1.58884 -0.02071
8 H 0.60369 0.01083 1.53513

Its molecular weight is 91.1 g mol⁻¹. The value obtained for the HOMO energy is -2.97 eV. Its spin multiplicity is 1. The LUMO energy is 3.886 eV. The total charge is -1.

(ii)
A gas-phase ion, C2H3O2S (charge -1), computed with ωB97M-V/def2-TZVPD.

CARTESIAN COORDINATES (ANGSTROEM)
1 C 1.13026 -1.07688 -0.56577
2 C -0.66606 0.52400 0.05134
3 O 0.25607 1.33524 0.03098
4 O 1.53678 -2.13071 -0.27657
5 S -0.97582 -0.97053 -1.10588
6 H -0.77937 0.07894 1.19559
7 H -1.58843 1.23518 0.11280
8 H 1.08659 1.00477 0.55752

Its molecular weight is 91.1 g mol⁻¹. The value obtained for the HOMO energy is -2.16 eV. Its spin multiplicity is 1. The LUMO energy is 4.128 eV. The total charge is -1.

Quick ranking, most stable first: (i), (ii).

(i)
A single C2H3NS molecule, computed with ωB97M-V/def2-TZVPD.

CARTESIAN COORDINATES (ANGSTROEM)
1 C 1.62717 -0.12453 0.18540
2 C 0.23848 -0.14512 -0.11658
3 N 2.42875 -0.22354 1.16886
4 S 3.21196 0.06984 -0.51281
5 H -0.12099 0.52821 -0.84158
6 H -0.36573 -0.06853 0.75137
7 H -0.16328 -1.19955 -0.54665

As for the SMILES: CC1=NS1. Its molecular weight is 73.1 g mol⁻¹. The value obtained for the HOMO energy is -8.42 eV. Its spin multiplicity is 1. The LUMO energy is 0.558 eV.

(ii)
A molecular structure, C2H3NS, computed with ωB97M-V/def2-TZVPD.

CARTESIAN COORDINATES (ANGSTROEM)
1 C 1.03577 0.62728 -1.05390
2 C -0.91264 0.47385 -0.20579
3 N -0.02522 -0.08171 -1.02322
4 S 0.98392 1.50107 0.37998
5 H 1.67725 0.53425 -1.87877
6 H -1.49232 -0.09945 0.49114
7 H 0.50725 0.37354 1.50839

Its molecular weight is 73.1 g mol⁻¹. The value obtained for the HOMO energy is -8.53 eV. Its spin multiplicity is 1. The LUMO energy is -0.109 eV.

Quick ranking, most stable first: (i), (ii).

(i)
2 unconnected molecules or ions with the total composition CH5NP2, computed with ωB97M-V/def2-TZVPD.

CARTESIAN COORDINATES (ANGSTROEM)
1 C 2.19624 -0.68738 -0.15061
2 N -1.98409 -0.42415 -0.36561
3 P -1.75820 -1.55227 0.65972
4 P -3.30615 0.45417 -0.76126
5 H 1.73667 -1.31817 -0.96723
6 H 1.86834 0.24944 0.04126
7 H 2.83414 -1.23033 0.57295
8 H -3.22560 1.20885 0.40990
9 H -2.80338 1.47352 -1.75539

Its molecular weight is 93.0 g mol⁻¹. The value obtained for the HOMO energy (alpha / beta) is -8.79 / -7.43 eV. Its spin multiplicity is 1. The LUMO energy (alpha / beta) is -0.478 / -0.749 eV.

(ii)
2 unconnected molecules or ions with the total composition CH5NP2, computed with ωB97M-V/def2-TZVPD.

CARTESIAN COORDINATES (ANGSTROEM)
1 C 2.14337 -0.42859 -0.25260
2 N -2.76823 -0.00456 0.18444
3 P -2.58129 1.54994 -0.15268
4 P -2.89053 -1.48802 -0.07738
5 H 2.25459 -1.36771 0.29295
6 H 1.63602 -0.55470 -1.27823
7 H 1.43152 0.28047 0.35312
8 H -2.37135 1.93596 1.26779
9 H 3.14589 0.07721 -0.33742

Its molecular weight is 93.0 g mol⁻¹. The value obtained for the HOMO energy (alpha / beta) is -7.37 / -7.37 eV. Its spin multiplicity is 1. The LUMO energy (alpha / beta) is -0.912 / -0.923 eV.

Quick ranking, most stable first: (ii), (i).